(1)
This record from the OMol25 dataset describes 12 unconnected molecules or ions with the total composition C23H28Cl36F3IN6O5PS at a distorted geometry. The level of theory is the ωB97M-V functional and the def2-TZVPD basis.

XYZ file:
```
104
Properties=species:S:1:pos:R:3:forces:R:3:lowdin_charge:R:1
O 3.470 -3.399 2.514 -1.3 0.0 -0.4 -0.26
P 2.120 -3.636 3.059 2.3 -0.9 2.2 0.54
O 1.897 -2.791 4.467 -1.0 -0.7 -2.5 -0.12
O 1.864 -5.199 3.468 -0.1 2.4 -0.6 -0.24
C 0.799 -3.176 1.833 -4.2 1.5 -2.8 -0.21
N 0.028 -2.049 1.824 0.2 0.8 0.5 0.07
C -0.902 -2.040 0.783 2.4 -3.2 0.1 -0.38
N -1.833 -1.154 0.463 0.5 1.2 1.4 -0.41
I -3.203 -1.222 -1.053 0.2 -0.4 0.9 1.24
C -1.904 0.043 1.379 -0.3 0.2 0.1 -0.20
C -2.363 1.373 0.693 0.4 0.7 0.9 -0.27
O -2.203 2.401 1.694 -0.6 -1.1 0.0 -0.16
C -1.416 1.847 -0.495 -0.6 1.5 0.1 -0.49
F -0.339 1.039 -0.686 -1.2 0.5 -0.2 0.13
F -0.929 3.104 -0.247 -0.3 -1.5 -0.3 0.12
F -2.157 1.987 -1.646 1.1 -0.7 1.0 0.06
N -0.663 -3.229 0.108 -0.3 -0.1 -0.3 -0.01
C -1.206 -3.982 -1.033 -0.8 -1.1 -1.2 -0.15
C -0.739 -3.529 -2.473 0.1 0.3 0.1 -0.17
C 0.034 -2.161 -2.548 0.3 0.2 -1.5 -0.28
C 1.607 -2.323 -2.747 -1.2 0.3 1.1 -0.43
S 2.281 -0.799 -3.573 0.1 0.5 0.8 0.92
C 3.283 -0.055 -2.275 1.3 -2.2 1.6 -0.58
N 4.064 -0.851 -1.537 -1.3 0.6 -1.4 0.01
N 4.722 -0.100 -0.600 -1.3 2.9 -0.9 0.06
C 4.313 1.140 -0.839 0.6 -0.7 0.9 -0.17
O 3.391 1.255 -1.858 0.4 -2.9 0.5 -0.20
N 0.329 -3.868 0.742 3.3 -0.5 3.0 0.06
H 1.559 -1.895 4.260 0.2 -0.3 0.3 0.08
H 2.704 -5.579 3.845 -0.5 0.2 -0.5 -0.05
H -0.914 0.257 1.857 -0.7 -0.4 -0.7 0.14
H -2.584 -0.243 2.225 0.3 0.7 -0.9 0.06
H -3.446 1.415 0.417 1.0 -0.4 -0.4 0.13
H -2.853 2.178 2.396 0.4 0.4 -0.7 0.01
H -2.324 -4.037 -0.977 1.1 0.3 0.2 0.09
H -0.876 -5.049 -0.905 -0.3 1.1 0.2 0.13
H -0.095 -4.336 -2.919 -0.6 0.7 0.5 0.12
H -1.653 -3.476 -3.122 0.8 0.0 0.7 0.11
H -0.187 -1.440 -1.728 0.2 -0.6 -0.5 0.07
H -0.311 -1.660 -3.496 0.1 -0.4 1.0 0.07
H 2.066 -2.401 -1.735 0.1 -0.3 -1.0 0.06
H 1.775 -3.218 -3.393 0.3 0.9 0.5 0.08
H 4.593 2.065 -0.291 -0.3 -0.9 -0.7 0.14
H 0.745 -4.776 0.542 -0.8 0.1 -0.8 0.15
C 5.192 -7.696 3.480 0.3 -0.3 -0.3 -1.51
Cl 4.657 -9.377 3.505 0.0 0.2 0.0 0.55
Cl 4.217 -6.715 4.592 0.2 -0.1 0.4 0.62
Cl 6.900 -7.577 3.893 -0.2 0.1 0.0 0.56
H 5.054 -7.308 2.476 0.0 0.0 0.1 0.00
C 3.908 5.166 -2.880 -0.1 -0.1 -0.1 -1.49
Cl 2.731 5.953 -3.940 0.0 0.0 0.1 0.54
Cl 3.907 5.925 -1.284 0.0 -0.1 -0.1 0.53
Cl 3.570 3.435 -2.740 0.2 1.6 -0.4 0.68
H 4.895 5.289 -3.315 -0.1 0.0 0.0 0.02
C -3.026 -1.994 5.113 -0.3 -0.2 0.0 -1.53
Cl -1.884 -2.014 3.760 -0.1 -0.2 0.7 0.63
Cl -4.341 -0.856 4.795 0.1 0.0 0.0 0.54
Cl -3.663 -3.614 5.413 0.1 0.1 0.0 0.55
H -2.497 -1.665 6.001 -0.1 -0.1 -0.2 -0.06
C -1.298 -7.480 3.372 0.1 -0.4 0.2 -1.51
Cl -1.510 -9.054 2.604 0.0 0.2 0.0 0.55
Cl -0.136 -7.583 4.694 -0.1 0.1 -0.1 0.56
Cl -0.784 -6.271 2.178 -0.3 0.0 0.0 0.55
H -2.253 -7.167 3.780 0.1 0.1 -0.1 0.02
C -2.863 6.223 0.581 0.0 0.1 0.1 -1.53
Cl -2.835 7.249 2.017 0.0 -0.1 -0.1 0.54
Cl -4.023 4.903 0.783 -0.1 0.1 -0.1 0.54
Cl -3.252 7.172 -0.857 0.0 -0.1 0.0 0.55
H -1.875 5.792 0.449 -0.1 0.0 0.0 0.01
C 1.674 0.540 -7.660 0.2 0.0 0.0 -1.53
Cl 2.341 1.289 -6.207 -0.1 0.1 -0.1 0.48
Cl 2.967 -0.075 -8.692 -0.1 0.1 0.1 0.55
Cl 0.549 -0.758 -7.231 0.0 0.0 0.0 0.50
H 1.127 1.297 -8.213 0.0 -0.1 0.1 0.00
C 5.497 -4.063 -0.838 0.1 0.2 0.0 -1.56
Cl 6.841 -3.239 -1.624 -0.1 -0.1 0.0 0.54
Cl 4.515 -4.934 -2.027 -0.1 0.0 0.0 0.50
Cl 6.085 -5.167 0.408 0.0 0.0 0.0 0.53
H 4.871 -3.313 -0.363 0.1 -0.1 -0.1 -0.01
C -1.653 2.167 6.152 0.0 0.2 0.1 -1.49
Cl -0.281 3.168 6.620 0.0 -0.2 0.0 0.55
Cl -1.972 2.332 4.418 0.3 0.0 0.6 0.63
Cl -1.360 0.476 6.579 0.1 0.2 0.1 0.58
H -2.528 2.510 6.696 0.1 -0.1 0.0 0.02
C -7.059 7.040 -1.164 0.0 0.1 0.0 -1.57
Cl -7.037 8.071 0.269 0.1 -0.1 -0.1 0.52
Cl -8.204 5.709 -0.958 0.1 0.0 0.0 0.51
Cl -7.455 7.983 -2.605 0.1 -0.1 0.1 0.53
H -6.067 6.619 -1.295 -0.1 0.0 0.0 -0.04
C -3.517 0.834 -5.068 -0.1 0.1 -0.6 -1.51
Cl -2.161 1.610 -5.886 -0.1 -0.1 0.2 0.54
Cl -4.537 -0.026 -6.224 0.0 0.1 0.1 0.55
Cl -2.927 -0.274 -3.810 0.0 0.3 -0.8 0.39
H -4.115 1.603 -4.590 0.1 -0.1 0.0 0.02
C 1.852 5.466 -7.450 0.2 0.0 -0.1 -1.55
Cl 0.465 4.411 -7.760 0.0 0.0 0.1 0.52
Cl 3.319 4.511 -7.220 -0.1 0.1 0.0 0.50
Cl 2.060 6.621 -8.768 0.0 -0.1 0.1 0.54
H 1.661 6.020 -6.537 0.0 -0.1 -0.1 -0.03
C -1.156 6.850 7.190 0.0 0.1 0.1 -1.56
Cl -2.434 5.840 6.501 -0.1 0.1 -0.1 0.50
Cl -1.434 8.550 6.807 0.0 -0.1 0.0 0.54
Cl -1.052 6.613 8.937 0.0 0.0 -0.1 0.53
H -0.211 6.551 6.748 -0.1 0.0 0.0 0.01
```
Forces are in eV/Å.

- orbital gap (eV) = 7.16
- charge = +1
- E_HOMO (eV) = -11.198
- LUMO (eV) = -4.04

(2)
This record from the OMol25 dataset describes 10 unconnected molecules or ions with the total composition C23H28Cl36N4O5 at a distorted geometry. The level of theory is the ωB97M-V functional and the def2-TZVPD basis.

XYZ file:
```
96
Properties=species:S:1:pos:R:3:forces:R:3:lowdin_charge:R:1
C -1.393 -2.858 5.660 -0.6 0.4 -0.7 -0.07
O -1.279 -3.443 4.377 0.3 -0.3 0.7 -0.19
C -0.011 -3.388 3.828 0.4 -0.5 -1.6 -0.15
C 0.170 -2.166 2.830 0.1 -0.6 1.4 -0.28
C 1.062 -1.144 3.519 -1.3 1.4 -0.3 -0.08
C 0.728 0.339 3.256 1.2 0.5 -0.4 -0.15
C 1.625 1.043 2.194 -1.1 -1.2 0.3 -0.15
C 1.069 0.842 0.789 0.1 0.7 0.4 -0.18
N 1.050 2.070 -0.033 0.6 0.0 -0.4 -0.08
C 2.421 2.458 -0.370 0.2 0.0 1.0 -0.11
C 0.444 1.659 -1.243 -3.4 1.5 3.6 -0.57
C -1.040 1.663 -1.363 -0.1 -0.3 1.3 0.03
O 1.049 1.283 -2.147 2.7 -1.7 -3.7 -0.14
O -1.189 -1.716 2.657 0.2 2.3 0.8 0.09
C -1.650 -2.145 1.486 6.2 -3.4 4.1 -0.76
O -2.469 -1.692 0.877 -6.2 3.0 -4.3 0.22
O -0.839 -3.211 1.169 -0.2 -0.2 -1.7 -0.01
C 0.447 -2.606 1.413 -0.1 -1.4 0.1 -0.21
C 1.490 -3.631 1.069 0.0 0.9 -0.2 -0.08
C 2.955 -3.255 1.366 0.0 -1.7 -0.7 -0.66
N 3.236 -3.715 2.705 -0.1 0.4 0.3 0.10
N 3.246 -1.859 1.204 -0.3 0.3 0.4 0.13
N 3.813 -4.016 0.437 0.4 0.1 0.0 0.08
H -0.455 -2.492 6.047 0.5 -0.1 0.2 0.08
H -1.847 -3.572 6.321 -0.1 -0.3 0.5 0.08
H -2.038 -1.996 5.569 -0.4 0.3 0.1 0.09
H 0.774 -3.413 4.568 0.3 0.2 0.3 0.12
H 0.097 -4.287 3.239 0.0 -0.5 -0.2 0.10
H 2.106 -1.288 3.334 0.4 -0.5 -0.3 0.09
H 0.925 -1.295 4.574 0.0 -0.1 0.6 0.10
H -0.302 0.502 3.004 -0.6 -0.1 0.0 0.11
H 0.924 0.874 4.172 -0.1 0.1 0.5 0.10
H 2.569 0.538 2.255 0.8 0.1 0.0 0.08
H 1.742 2.078 2.460 0.0 0.5 -0.1 0.11
H 1.676 0.096 0.287 0.2 -0.3 -0.3 0.09
H 0.056 0.475 0.828 -0.5 -0.2 0.1 0.11
H 3.069 1.597 -0.481 0.3 -0.4 -0.2 0.09
H 2.470 3.041 -1.270 -0.4 -0.6 0.7 -0.08
H 2.840 3.060 0.420 0.1 0.2 0.5 0.09
H -1.307 2.258 -2.211 -0.3 0.3 -0.4 0.03
H -1.520 1.986 -0.459 -0.4 0.5 0.3 0.08
H -1.340 0.640 -1.501 -0.3 -0.5 -0.4 0.09
H 0.474 -1.850 0.647 0.6 1.1 0.2 0.14
H 1.395 -3.742 0.003 0.0 0.0 0.0 0.01
H 1.219 -4.589 1.484 0.0 -0.4 0.4 0.11
H 4.234 -3.852 2.809 0.2 0.2 0.0 0.08
H 2.848 -4.644 2.762 0.0 0.1 0.3 -0.05
H 3.806 -1.583 1.993 0.2 0.3 0.1 0.08
H 3.774 -1.678 0.366 0.1 0.0 -0.2 0.08
H 3.418 -4.930 0.261 0.0 -0.3 0.1 0.07
H 3.830 -3.571 -0.467 0.0 0.2 -0.3 0.00
C 3.466 -7.676 4.499 0.1 0.0 0.1 -2.05
Cl 2.980 -7.256 6.141 0.0 0.0 0.0 0.54
Cl 3.271 -9.409 4.247 0.0 0.0 0.0 0.54
Cl 2.449 -6.797 3.345 -0.2 -0.4 0.0 0.57
Cl 5.154 -7.225 4.246 0.0 0.0 0.0 0.53
C 1.985 -2.831 -3.266 -0.3 0.0 0.0 -2.00
Cl 1.376 -4.130 -2.230 0.0 -0.3 -0.6 0.60
Cl 3.746 -2.705 -3.099 -0.1 0.0 0.0 0.55
Cl 1.576 -3.170 -4.951 0.0 0.0 0.1 0.55
Cl 1.225 -1.329 -2.748 0.2 -0.1 -0.2 0.61
C -3.584 -5.881 2.215 0.0 0.1 0.0 -2.01
Cl -2.540 -6.338 3.564 0.0 0.0 0.0 0.55
Cl -3.179 -6.866 0.804 0.0 0.0 0.0 0.52
Cl -5.272 -6.161 2.660 0.0 0.0 0.0 0.53
Cl -3.348 -4.179 1.822 -0.9 -0.7 0.1 0.71
C -2.914 6.365 -2.000 -0.1 0.1 -0.1 -2.03
Cl -2.253 6.388 -3.633 -0.6 -0.4 -0.1 0.47
Cl -4.288 5.253 -1.930 0.1 -0.1 0.0 0.52
Cl -1.667 5.845 -0.857 0.0 -0.1 0.0 0.52
Cl -3.461 7.983 -1.564 0.0 0.1 -0.1 0.52
C -2.624 3.383 -6.156 0.0 0.0 -0.1 -2.01
Cl -1.497 4.646 -6.694 -0.1 0.0 0.0 0.49
Cl -1.911 2.487 -4.810 -0.3 0.1 0.0 0.51
Cl -4.142 4.156 -5.677 0.1 -0.2 0.1 0.52
Cl -2.933 2.254 -7.475 0.1 0.3 0.0 0.52
C -4.175 -1.154 -5.643 0.0 0.0 0.0 -2.05
Cl -4.037 -0.757 -7.360 -0.1 -0.3 0.0 0.50
Cl -2.602 -1.671 -5.029 0.0 0.0 0.0 0.52
Cl -4.717 0.271 -4.752 0.0 0.0 0.0 0.51
Cl -5.349 -2.455 -5.434 0.0 0.0 0.0 0.53
C -6.030 8.139 1.386 0.0 0.0 0.0 -2.06
Cl -6.935 8.236 2.899 0.0 0.0 0.0 0.53
Cl -5.354 9.727 1.004 0.0 0.0 0.0 0.51
Cl -4.722 6.969 1.555 0.0 -0.1 0.1 0.51
Cl -7.108 7.630 0.084 0.0 0.0 0.0 0.52
C 1.214 8.575 -4.069 0.0 0.0 0.1 -2.04
Cl 0.373 7.567 -2.894 0.7 0.3 0.2 0.48
Cl 2.958 8.478 -3.800 0.0 0.0 0.0 0.52
Cl 0.839 8.002 -5.700 0.0 0.0 0.0 0.52
Cl 0.683 10.251 -3.898 0.0 0.0 0.0 0.53
C 2.588 3.301 -4.293 0.2 -0.4 -0.3 -1.96
Cl 2.867 4.195 -2.794 0.3 1.0 -1.3 0.63
Cl 3.839 3.723 -5.469 0.1 0.2 -0.1 0.53
Cl 2.676 1.556 -3.994 0.9 0.6 -1.1 0.62
Cl 1.005 3.731 -4.945 0.4 0.0 0.2 0.50
```
Forces are in eV/Å.

- orbital gap (eV) = 9.31
- SMILES = COC[C@]1(CCCCN(C)C(C)=O)OC(=O)O[C@@H]1CC(N)(N)N.ClC(Cl)(Cl)Cl.ClC(Cl)(Cl)Cl.ClC(Cl)(Cl)Cl.ClC(Cl)(Cl)Cl.ClC(Cl)(Cl)Cl.ClC(Cl)(Cl)Cl.ClC(Cl)(Cl)Cl.ClC(Cl)(Cl)Cl.ClC(Cl)(Cl)Cl
- charge = 0
- E_HOMO (eV) = -9.370
- LUMO (eV) = -0.06

(3)
This record from the OMol25 dataset describes a single C23H28ClN5O2 molecule. The level of theory is the ωB97M-V functional and the def2-TZVPD basis.

XYZ file:
```
59
Properties=species:S:1:pos:R:3:forces:R:3:nbo_charge:R:1
C -1.194 0.612 5.459 0.1 0.0 0.0 -0.40
N 0.119 1.018 5.017 0.0 0.0 0.0 -0.44
C 0.265 2.460 5.002 0.2 0.1 0.1 -0.23
C 1.709 2.826 4.632 -0.1 0.0 0.1 -0.22
N 2.176 2.243 3.397 -0.1 0.0 0.1 -0.45
C 2.107 3.019 2.192 -0.1 0.2 -0.2 -0.19
H 2.599 3.975 2.403 0.0 0.0 -0.1 0.19
C 0.719 3.330 1.580 0.3 0.0 0.2 -0.48
C 0.141 2.163 0.865 -0.2 0.0 -0.1 0.42
N 0.842 1.230 0.285 0.5 0.2 0.1 -0.52
C -0.064 0.363 -0.264 -0.8 0.1 0.1 0.18
C 0.138 -0.803 -0.986 -0.2 0.0 0.0 -0.26
C -0.981 -1.493 -1.429 -0.1 0.3 0.1 0.14
C -2.276 -1.034 -1.155 -0.2 -0.1 -0.1 -0.25
C -2.487 0.124 -0.437 0.0 0.1 0.1 -0.22
C -1.376 0.821 0.006 0.4 -0.5 -0.3 0.08
N -1.214 1.981 0.727 0.4 -0.1 -0.1 -0.37
C -2.257 2.823 1.240 -0.2 0.2 0.2 -0.40
H -2.311 2.760 2.331 0.0 0.0 -0.1 0.20
H -3.210 2.498 0.827 0.0 0.0 0.0 0.22
H -2.085 3.862 0.955 -0.1 -0.1 0.0 0.21
H -3.493 0.461 -0.234 -0.1 0.0 0.0 0.21
H -3.115 -1.602 -1.519 0.0 0.0 0.0 0.26
N -0.759 -2.672 -2.158 0.5 -0.1 0.1 -0.60
C -1.638 -3.466 -2.804 0.4 -0.3 -0.2 0.65
O -2.843 -3.340 -2.840 -0.2 0.0 0.0 -0.61
C -0.944 -4.638 -3.518 -0.3 -0.1 0.0 -0.16
O 0.401 -4.395 -3.863 0.2 0.0 0.1 -0.50
C 0.664 -3.508 -4.871 0.2 0.2 -0.3 0.29
C -0.291 -2.722 -5.506 0.0 -0.2 0.2 -0.29
C 0.091 -1.848 -6.510 0.2 0.0 -0.1 -0.19
C 1.422 -1.754 -6.877 -0.1 -0.1 0.1 -0.07
C 2.384 -2.530 -6.246 -0.1 0.0 0.0 -0.21
C 2.003 -3.401 -5.248 -0.2 -0.1 0.2 -0.25
H 2.731 -4.017 -4.744 0.1 -0.1 0.1 0.23
H 3.419 -2.451 -6.536 0.1 0.0 0.0 0.23
Cl 1.892 -0.661 -8.131 0.1 0.1 -0.2 0.00
H -0.650 -1.238 -7.002 0.0 0.1 -0.1 0.23
H -1.332 -2.771 -5.228 -0.1 0.0 0.0 0.23
H -0.915 -5.487 -2.827 -0.1 0.1 -0.1 0.22
H -1.544 -4.925 -4.389 0.0 0.1 0.1 0.21
H 0.216 -2.930 -2.248 -0.2 0.0 -0.1 0.41
H 1.138 -1.152 -1.195 0.2 -0.1 0.0 0.22
H 0.033 3.681 2.352 0.0 0.1 0.0 0.21
H 0.848 4.143 0.858 -0.1 0.1 0.0 0.23
H 2.687 2.493 1.430 0.0 0.1 0.0 0.22
C 1.887 0.829 3.339 -0.1 -0.3 0.0 -0.23
C 0.444 0.473 3.711 0.3 -0.1 0.0 -0.24
H 0.344 -0.614 3.754 0.0 0.0 0.0 0.20
H -0.253 0.846 2.940 -0.1 0.0 0.0 0.15
H 2.107 0.463 2.336 0.0 0.0 0.1 0.23
H 2.549 0.332 4.059 -0.1 -0.1 0.0 0.19
H 1.817 3.912 4.585 0.0 0.0 0.0 0.20
H 2.355 2.447 5.434 -0.1 0.1 0.1 0.20
H 0.045 2.842 6.002 0.0 0.0 0.0 0.20
H -0.450 2.928 4.298 0.0 0.0 0.0 0.14
H -1.376 1.012 6.456 -0.1 0.0 0.0 0.20
H -2.000 0.961 4.789 0.0 0.0 0.0 0.16
H -1.234 -0.475 5.506 -0.1 0.0 0.0 0.20
```
Forces are in eV/Å.

- orbital gap (eV) = 8.61
- SMILES = CN1CCN(CCc2nc3cc(NC(=O)COc4ccc(Cl)cc4)ccc3n2C)CC1
- ΔE to the lowest compared entry with this formula, charge and spin (eV) = 0.097
- charge = 0
- E_HOMO (eV) = -7.937
- LUMO (eV) = 0.67

(4)
This record from the OMol25 dataset describes 2 unconnected molecules or ions with the total composition C23H28F6N3O at a distorted geometry. The level of theory is the ωB97M-V functional and the def2-TZVPD basis.

XYZ file:
```
61
Properties=species:S:1:pos:R:3:forces:R:3:nbo_charge:R:1
C 2.393 2.608 5.006 0.9 -0.2 -0.5 -0.40
N 1.141 1.933 4.771 -0.6 0.4 0.8 -0.46
C 0.503 1.335 5.934 -0.2 0.4 -0.6 -0.29
C 0.919 -0.107 6.035 0.7 -1.6 -0.2 0.96
F 0.473 -0.746 7.146 0.3 0.7 -1.0 -0.31
F 0.456 -0.798 4.937 0.4 0.4 1.0 -0.34
F 2.291 -0.216 6.013 -1.3 0.0 0.1 -0.33
C 0.641 1.769 3.496 -0.1 0.0 -0.4 0.31
C -0.621 2.303 3.131 0.1 -0.3 0.1 -0.26
C -1.083 2.146 1.845 -0.3 -0.1 0.2 -0.10
C -0.369 1.374 0.882 -0.4 -0.4 0.0 -0.11
C -0.885 1.262 -0.437 0.7 0.5 0.3 0.08
C -0.162 0.880 -1.596 0.1 -0.1 -0.6 -0.18
C -0.876 0.639 -2.808 -0.2 0.0 0.2 -0.09
C -0.248 0.167 -3.940 0.5 -0.2 -0.2 -0.25
C 1.152 -0.070 -3.936 -0.4 0.0 0.9 0.28
N 1.823 -0.565 -5.050 0.3 0.5 -1.1 -0.50
C 1.741 -1.957 -5.428 -0.1 -0.5 0.2 -0.39
C 2.672 0.268 -5.897 -0.5 0.0 0.6 -0.29
C 4.066 0.462 -5.363 1.5 0.0 0.6 0.96
F 4.956 0.833 -6.330 -1.0 -0.3 0.9 -0.31
F 4.089 1.434 -4.389 0.2 -0.8 -0.8 -0.34
F 4.545 -0.693 -4.791 -0.3 1.1 -0.5 -0.33
C 1.874 0.186 -2.750 0.0 0.2 -0.4 -0.18
C 1.254 0.732 -1.651 0.0 -0.2 0.4 -0.12
C 0.820 0.727 1.329 0.6 0.4 -0.1 -0.13
C 1.390 1.044 2.542 -0.1 0.1 -0.2 -0.23
H 2.581 3.312 4.183 0.0 -0.1 0.4 0.21
H 2.332 3.154 5.958 0.1 -0.1 -0.3 0.22
H 3.234 1.900 5.054 0.0 0.3 0.1 0.21
H 0.854 1.847 6.836 -0.4 0.0 -0.1 0.24
H -0.587 1.353 5.816 0.2 0.1 0.4 0.23
H -1.168 2.882 3.878 0.1 -0.2 -0.3 0.24
H -2.018 2.617 1.545 0.2 0.0 0.1 0.23
H -1.914 1.596 -0.590 0.2 -0.1 0.0 0.23
H -1.950 0.836 -2.826 0.2 -0.1 0.0 0.23
H -0.797 -0.016 -4.866 0.1 0.1 0.3 0.25
H 0.883 -2.423 -4.926 0.2 0.1 -0.3 0.21
H 1.634 -2.038 -6.518 -0.1 -0.1 0.3 0.20
H 2.650 -2.500 -5.126 -0.2 0.0 -0.1 0.20
H 2.781 -0.230 -6.867 -0.2 0.3 0.1 0.24
H 2.232 1.271 -5.984 0.1 -0.2 -0.3 0.23
H 2.935 -0.064 -2.729 -0.3 0.3 0.0 0.24
H 1.875 1.046 -0.817 -0.2 -0.1 -0.2 0.23
H 1.294 -0.030 0.707 -0.1 0.2 0.2 0.24
H 2.386 0.691 2.814 -0.4 -0.2 0.0 0.25
C -4.242 -2.519 1.700 -0.1 0.1 -0.1 -0.07
C -3.304 -1.331 1.477 -0.3 -0.1 -0.2 -0.25
N -2.543 -1.612 0.277 1.0 0.1 0.0 -0.63
C -3.247 -1.936 -0.948 -0.3 0.0 0.2 -0.25
C -4.182 -3.103 -0.630 -0.1 0.2 0.0 -0.07
O -4.978 -2.813 0.516 0.2 0.0 0.0 -0.53
H -3.632 -3.391 2.016 -0.4 0.3 -0.1 0.17
H -5.012 -2.276 2.447 0.4 -0.2 -0.1 0.20
H -3.870 -0.380 1.418 0.0 -0.3 0.0 0.16
H -2.595 -1.261 2.312 -0.2 0.0 -0.1 0.20
H -1.802 -0.942 0.128 0.0 -0.1 0.0 0.35
H -3.809 -1.075 -1.363 -0.1 -0.2 0.1 0.16
H -2.500 -2.250 -1.687 -0.2 0.0 0.0 0.20
H -4.911 -3.254 -1.439 0.4 -0.1 0.2 0.20
H -3.565 -4.011 -0.467 -0.4 0.3 0.0 0.17
```
Forces are in eV/Å.

- orbital gap (eV) = 5.40
- charge = +1
- E_HOMO (eV) = -11.074
- LUMO (eV) = -5.67

Among the records above, which one has the highest E_HOMO?
C23H28ClN5O2

Among the records above, which one has the lowest orbital gap?
C23H28F6N3O